Entry 1:
# C6H12N2O4

A single C6H12N2O4 molecule at a distorted geometry (the ωB97M-V functional and the def2-TZVPD basis, the OMol25 dataset).

ORCA input file:
```
! RIJCOSX wB97M-V def2-TZVPD def2/J DEFGRID3
* xyz 0 1
C -0.137 2.623 -0.749
C -0.316 1.211 -0.056
N -0.728 0.081 -0.999
C -0.092 -1.067 -1.382
O -0.121 -1.486 -2.552
C 0.895 -1.619 -0.407
N 2.016 -0.664 -0.365
C 0.235 -2.003 0.949
O 0.421 -0.873 1.775
C -1.466 1.394 0.988
O -1.548 2.291 1.822
O -2.412 0.466 1.006
H 0.517 2.502 -1.607
H 0.449 3.274 -0.055
H -1.047 3.031 -1.125
H 0.575 0.939 0.505
H -1.293 0.333 -1.865
H 1.312 -2.574 -0.786
H 2.210 -0.476 0.697
H 2.939 -0.894 -0.777
H -0.861 -2.323 0.806
H 0.758 -2.915 1.344
H 0.014 -1.146 2.604
H -2.318 -0.107 0.227
*
```

Summary:
E_tot	-646.27995	hartree
SMILES	C[C@H](NC(=O)[C@@H](N)CO)C(=O)O
E_LUMO	0.42	eV
orbital gap	10.02	eV
relative energy (zero: lowest compared OMol25 entry of this formula, charge and spin)	35.46	kcal/mol
maximum force	3.864	eV/Å


Entry 2:
# C6H12N2S2

A gas-phase ion, C6H12N2S2 (charge +2) at a distorted geometry (the ωB97M-V functional and the def2-TZVPD basis, the OMol25 dataset).

ORCA input file:
```
! RIJCOSX wB97M-V def2-TZVPD def2/J DEFGRID3
* xyz 2 1
N -1.815 -2.047 0.705
C -1.043 -0.893 0.155
C -1.625 0.316 -0.106
S -3.338 0.678 0.137
C -0.807 1.447 -0.539
C 0.486 1.497 -0.526
C 1.206 0.288 -0.109
N 2.604 0.155 -0.632
S 1.590 0.524 1.792
C 0.418 -1.006 -0.353
H -1.289 -2.843 1.006
H -2.613 -2.318 0.040
H -2.332 -1.557 1.579
H -3.275 1.953 0.277
H -1.483 2.328 -0.896
H 1.059 2.433 -0.697
H 2.855 -0.669 -1.213
H 3.185 -0.025 0.191
H 2.776 1.074 -1.261
H 1.897 1.796 1.606
H 1.050 -1.804 0.196
H 0.494 -1.326 -1.353
*
```

Summary:
E_tot	-1141.01064	hartree
SMILES	[NH3+]C1=C(S)C=C[C@@]([NH3+])(S)C1
E_LUMO	-7.57	eV
orbital gap	8.86	eV
relative energy (zero: lowest compared OMol25 entry of this formula, charge and spin)	0.00	kcal/mol
maximum force	4.658	eV/Å


Entry 3:
# C6H12N3

A gas-phase ion, C6H12N3 (charge +1) at a distorted geometry (the ωB97M-V functional and the def2-TZVPD basis, the OMol25 dataset).

ORCA input file:
```
! RIJCOSX wB97M-V def2-TZVPD def2/J DEFGRID3
* xyz 1 1
C 3.025 -0.061 -1.007
C 1.791 0.218 -0.548
N 1.007 -0.450 0.410
C 1.574 -1.510 1.374
N -0.319 -0.228 0.476
C -1.324 -1.722 0.125
N -0.906 0.929 0.314
C -1.876 1.133 -0.539
C -2.702 2.327 -0.385
H 3.448 0.651 -1.772
H 3.627 -0.947 -0.624
H 1.225 0.992 -0.997
H 0.912 -1.860 2.200
H 1.720 -2.446 0.839
H 2.561 -1.117 1.800
H -0.724 -2.669 0.184
H -2.374 -1.550 0.526
H -1.949 0.355 -1.227
H -3.548 1.958 0.172
H -2.203 3.246 0.048
H -2.965 2.752 -1.367
*
```

Summary:
E_tot	-399.57004	hartree
SMILES	C=CN(C)[N+](=C)/N=C/C
E_LUMO (alpha / beta)	-5.24 / -5.99	eV
orbital gap (alpha / beta)	7.42 / 6.98	eV
relative energy (zero: lowest compared OMol25 entry of this formula, charge and spin)	195.15	kcal/mol
maximum force	5.901	eV/Å


Entry 4:
# C6H12N3

A gas-phase ion, C6H12N3 (charge +1) at a distorted geometry (the ωB97M-V functional and the def2-TZVPD basis, the OMol25 dataset).

ORCA input file:
```
! RIJCOSX wB97M-V def2-TZVPD def2/J DEFGRID3
* xyz 1 3
C -1.975 -0.078 -0.022
C 0.913 -0.705 0.306
C -3.410 0.131 0.235
C 1.346 -2.103 0.038
C 1.442 1.782 0.470
C 1.839 0.411 -0.057
N -1.219 -0.246 1.215
N -0.068 -0.499 1.073
N -1.268 -0.140 -1.056
H -3.918 0.465 -0.665
H -3.542 0.853 1.037
H -3.857 -0.805 0.574
H 0.512 -2.799 0.078
H 2.085 -2.405 0.783
H 1.828 -2.151 -0.936
H 1.489 1.812 1.557
H 0.441 2.057 0.150
H 2.133 2.528 0.087
H 2.850 0.154 0.275
H 1.859 0.423 -1.152
H -1.708 -0.019 -1.959
*
```

Summary:
E_tot	-399.66243	hartree
E_LUMO (alpha / beta)	-4.45 / -8.04	eV
orbital gap (alpha / beta)	8.01 / 7.19	eV
relative energy (zero: lowest compared OMol25 entry of this formula, charge and spin)	29.54	kcal/mol
maximum force	3.747	eV/Å


Entry 5:
# C6H12N3O

2 unconnected molecules or ions with the total composition C6H12N3O at a distorted geometry (the ωB97M-V functional and the def2-TZVPD basis, the OMol25 dataset).

ORCA input file:
```
! RIJCOSX wB97M-V def2-TZVPD def2/J DEFGRID3
* xyz 1 1
C 0.563 0.842 -1.393
C 0.799 0.090 -0.324
C 2.017 1.935 -0.225
C -2.748 -1.925 0.914
C -1.660 -0.950 0.538
C -0.373 -1.678 0.199
N 1.272 2.026 -1.316
N 1.775 0.701 0.360
N 2.769 2.841 0.371
O -0.193 -2.510 -0.862
H -0.097 0.687 -2.228
H -2.638 -2.645 1.829
H -3.760 -1.431 1.251
H -2.884 -2.433 -0.025
H -1.327 -0.270 1.251
H -1.960 -0.563 -0.430
H 0.289 -2.024 0.927
H 1.135 2.842 -2.011
H 2.089 0.412 1.304
H 2.503 3.861 0.206
H 3.205 2.543 1.256
H -0.776 -2.352 -1.591
*
```

Summary:
E_tot	-475.00540	hartree
E_LUMO	-2.87	eV
orbital gap	9.26	eV
relative energy (zero: lowest compared OMol25 entry of this formula, charge and spin)	91.36	kcal/mol
maximum force	4.592	eV/Å


Entry 6:
# C6H12N3O2

2 unconnected molecules or ions with the total composition C6H12N3O2 at a distorted geometry (the ωB97M-V functional and the def2-TZVPD basis, the OMol25 dataset).

ORCA input file:
```
! RIJCOSX wB97M-V def2-TZVPD def2/J DEFGRID3
* xyz 1 1
C -1.382 0.279 0.690
C -1.176 0.894 -0.553
C -0.942 -0.622 1.537
C -0.248 0.338 -1.431
C 1.623 -0.599 1.702
C -1.262 1.232 -3.452
N -1.105 -1.701 2.157
N 2.444 0.415 1.687
N 0.745 -0.470 -1.121
O 1.738 -1.429 2.679
O -0.223 0.640 -2.768
H -2.238 0.561 1.333
H -1.920 1.568 -0.880
H -1.278 2.126 -2.916
H -2.179 0.578 -3.426
H -0.892 1.332 -4.432
H -1.846 -2.276 1.769
H -0.411 -2.034 2.825
H 3.189 0.421 2.429
H 2.499 1.109 1.036
H 1.195 -0.532 -0.198
H 1.238 -0.684 -1.928
H 2.432 -1.143 3.260
*
```

Summary:
E_tot	-550.18251	hartree
E_LUMO	-3.22	eV
orbital gap	8.14	eV
relative energy (zero: lowest compared OMol25 entry of this formula, charge and spin)	119.88	kcal/mol
maximum force	4.991	eV/Å